1.
A cluster of 11 separate species, C63H152Br2N9O4 in total in a non-equilibrium geometry. Source: the OMol25 dataset; level of theory: ωB97M-V/def2-TZVPD.

Positions of all 230 atoms, in Å:
C -11.573 13.394 6.319
C -12.792 13.666 5.433
C -14.065 12.964 5.941
N -15.377 13.678 5.443
C -15.401 13.540 3.913
C -15.468 15.105 5.833
C -16.884 15.284 6.452
C -17.143 13.892 7.127
C -16.598 12.931 6.085
H -11.477 12.314 6.433
H -11.693 13.809 7.320
H -10.680 13.832 5.874
H -12.643 13.468 4.372
H -12.846 14.750 5.534
H -14.206 13.022 7.020
H -14.132 11.906 5.686
H -14.501 13.953 3.456
H -16.190 14.039 3.350
H -15.628 12.521 3.599
H -15.277 15.852 5.063
H -14.806 15.280 6.680
H -17.617 15.460 5.665
H -16.967 16.149 7.111
H -18.197 13.735 7.354
H -16.588 13.760 8.056
H -17.403 12.863 5.354
H -16.265 11.977 6.492
C -10.322 6.877 3.357
C -10.669 5.685 2.519
C -11.574 4.681 3.156
N -11.753 3.287 2.498
C -10.458 2.508 2.395
C -12.299 3.428 1.040
C -13.803 3.433 1.200
C -14.068 2.369 2.211
C -12.902 2.527 3.245
H -11.094 7.647 3.376
H -9.387 7.328 3.024
H -10.161 6.554 4.385
H -9.678 5.304 2.271
H -10.922 6.062 1.528
H -12.589 5.038 3.333
H -11.080 4.479 4.106
H -9.847 3.053 1.675
H -10.566 1.463 2.102
H -9.967 2.403 3.362
H -12.004 2.506 0.539
H -11.856 4.190 0.398
H -14.390 3.194 0.313
H -14.089 4.414 1.578
H -14.061 1.396 1.720
H -15.032 2.411 2.718
H -12.455 1.553 3.440
H -13.100 3.112 4.143
C -24.245 10.467 8.847
N -24.650 9.088 8.278
C -25.433 9.303 6.954
C -23.399 8.199 7.820
C -25.390 8.225 9.350
C -26.957 8.497 9.539
O -27.150 9.761 9.948
H -23.721 11.056 8.094
H -23.578 10.333 9.699
H -25.193 10.892 9.177
H -26.134 10.125 6.803
H -25.819 8.357 6.575
H -24.676 9.531 6.203
H -22.811 8.734 7.075
H -23.675 7.263 7.336
H -22.883 7.953 8.749
H -24.704 8.271 10.196
H -25.191 7.182 9.103
H -27.279 7.910 10.399
H -27.483 8.284 8.608
H -27.967 10.055 9.538
C -22.532 8.658 -0.818
N -21.424 7.730 -0.141
C -21.881 6.983 1.181
C -21.150 6.575 -1.074
C -20.081 8.484 0.026
C -19.743 9.642 -0.961
O -19.598 9.183 -2.356
H -22.751 9.305 0.032
H -23.339 8.037 -1.206
H -22.139 9.263 -1.636
H -22.686 6.280 0.965
H -22.109 7.839 1.817
H -21.006 6.447 1.549
H -20.393 5.940 -0.613
H -20.716 6.985 -1.986
H -22.047 5.972 -1.217
H -19.265 7.764 -0.037
H -20.083 8.855 1.051
H -18.820 10.150 -0.682
H -20.507 10.420 -0.982
H -19.142 8.344 -2.449
C -11.767 6.781 11.936
N -12.180 7.693 10.743
C -11.992 6.919 9.371
C -13.669 7.997 10.932
C -11.382 9.028 10.883
C -9.810 8.942 10.828
O -9.284 8.576 9.560
H -10.685 6.653 11.967
H -12.289 5.829 11.837
H -11.963 7.385 12.821
H -12.422 7.499 8.555
H -12.454 5.939 9.489
H -10.924 6.755 9.228
H -13.827 8.441 11.915
H -14.256 7.080 10.971
H -14.061 8.588 10.104
H -11.572 9.468 11.862
H -11.804 9.727 10.160
H -9.200 8.412 11.559
H -9.284 9.877 11.022
H -8.443 9.013 9.406
C -10.981 12.949 -4.521
N -12.065 11.849 -4.457
C -12.714 11.659 -3.057
C -13.186 12.478 -5.271
C -11.627 10.479 -4.922
C -10.312 9.837 -4.335
O -10.451 9.507 -2.971
H -10.037 12.528 -4.173
H -11.179 13.821 -3.898
H -10.714 13.168 -5.555
H -13.517 10.926 -3.141
H -13.063 12.641 -2.739
H -12.052 11.218 -2.313
H -13.989 11.741 -5.236
H -12.821 12.502 -6.297
H -13.516 13.419 -4.829
H -11.634 10.539 -6.010
H -12.455 9.776 -4.844
H -9.425 10.437 -4.538
H -10.098 8.966 -4.955
H -9.698 8.969 -2.714
C -22.043 15.826 14.335
C -21.020 15.004 13.495
C -19.887 14.367 14.306
C -18.939 15.306 15.115
N -18.076 14.444 16.053
C -16.953 15.291 16.704
C -15.816 14.317 17.043
C -15.872 13.270 15.944
C -17.177 13.533 15.186
C -18.847 13.591 17.099
H -22.441 15.236 15.161
H -22.929 16.018 13.729
H -21.658 16.713 14.837
H -20.685 15.600 12.646
H -21.552 14.185 13.012
H -19.258 13.749 13.664
H -20.275 13.601 14.977
H -19.574 15.931 15.744
H -18.318 15.953 14.495
H -17.423 15.819 17.534
H -16.579 16.031 15.998
H -15.975 13.889 18.032
H -14.851 14.820 16.981
H -15.856 12.247 16.319
H -15.065 13.413 15.225
H -17.846 12.701 14.965
H -16.994 13.839 14.157
H -19.770 14.073 17.422
H -18.128 13.510 17.914
H -19.255 12.659 16.706
C -22.142 24.836 5.601
C -21.500 25.426 4.335
C -20.507 24.506 3.688
C -21.038 23.058 3.409
N -20.089 22.031 2.716
C -19.897 22.303 1.170
C -20.862 21.333 0.444
C -21.637 20.578 1.473
C -20.791 20.666 2.739
C -18.711 21.958 3.409
H -22.903 24.087 5.382
H -22.679 25.595 6.171
H -21.369 24.406 6.237
H -20.993 26.382 4.468
H -22.290 25.671 3.625
H -19.537 24.581 4.178
H -20.308 24.977 2.725
H -21.857 22.993 2.692
H -21.393 22.541 4.300
H -18.854 22.129 0.907
H -20.140 23.365 1.174
H -20.208 20.626 -0.066
H -21.455 21.754 -0.368
H -21.688 19.506 1.282
H -22.635 20.998 1.601
H -20.061 19.873 2.582
H -21.318 20.446 3.667
H -18.155 21.170 2.901
H -18.698 21.553 4.420
H -18.138 22.871 3.243
C -4.413 19.767 3.718
C -5.510 20.769 4.201
C -6.903 20.371 3.740
C -7.069 20.202 2.257
N -8.534 20.281 1.720
C -9.200 21.726 1.904
C -10.565 21.479 2.523
C -10.367 20.123 3.297
C -9.511 19.285 2.431
C -8.524 20.017 0.185
H -3.409 19.990 4.079
H -4.414 19.764 2.628
H -4.697 18.768 4.047
H -5.335 21.775 3.818
H -5.536 20.764 5.290
H -7.659 20.980 4.235
H -7.007 19.336 4.068
H -6.694 19.237 1.919
H -6.516 20.951 1.690
H -9.186 22.287 0.969
H -8.475 22.229 2.544
H -11.335 21.258 1.785
H -10.840 22.356 3.109
H -11.396 19.805 3.470
H -9.997 20.180 4.320
H -10.146 18.816 1.679
H -8.958 18.524 2.981
H -8.107 20.905 -0.290
H -9.590 19.984 -0.042
H -8.010 19.072 0.012
Br -17.057 6.982 4.960
Br -22.198 13.767 2.959

Output
Charge: +7
Gap between HOMO and LUMO, eV: 4.47
DFT total energy, hartree: -8430.5758

---

2.
A cluster of 5 separate species, C42H34Cl3N2O8 in total in a non-equilibrium geometry. Source: the OMol25 dataset; level of theory: ωB97M-V/def2-TZVPD.

Positions of all 89 atoms, in Å:
C 9.763 -5.259 23.632
N 8.403 -4.685 23.587
C 7.325 -5.461 23.806
C 6.053 -4.958 23.727
C 5.888 -3.585 23.554
C 7.006 -2.825 23.250
C 8.256 -3.389 23.258
C 4.562 -2.955 23.389
C 4.288 -1.670 23.858
C 3.030 -1.150 23.823
N 2.018 -1.853 23.282
C 2.278 -3.018 22.667
C 3.530 -3.588 22.696
C 0.643 -1.320 23.354
H 9.685 -6.337 23.532
H 10.223 -4.998 24.582
H 10.340 -4.873 22.798
H 7.556 -6.493 24.029
H 5.191 -5.593 23.875
H 6.936 -1.806 22.888
H 9.192 -2.874 23.085
H 5.137 -1.208 24.361
H 2.784 -0.157 24.181
H 1.436 -3.502 22.193
H 3.670 -4.496 22.125
H 0.021 -1.930 22.704
H 0.609 -0.316 22.940
H 0.324 -1.395 24.389
Cl 8.321 0.695 24.558
O 8.950 -0.565 24.944
O 8.562 1.725 25.532
O 8.911 1.091 23.304
O 6.891 0.488 24.446
Cl 3.952 2.676 23.992
C 5.016 3.309 25.272
C 6.294 3.858 24.671
Cl 5.948 5.403 23.818
H 5.285 2.457 25.892
H 4.539 4.111 25.828
H 6.697 3.176 23.931
H 7.034 4.079 25.434
C 10.647 2.173 28.027
C 11.351 1.356 27.144
C 12.657 1.018 27.460
C 13.253 1.428 28.640
C 12.524 2.227 29.527
C 11.217 2.594 29.215
C 13.168 2.892 30.697
O 12.564 3.667 31.405
C 14.605 2.582 30.940
C 15.256 3.180 32.010
C 16.604 2.953 32.231
C 17.302 2.043 31.447
C 16.652 1.427 30.389
C 15.319 1.700 30.126
C 14.661 1.063 28.944
O 15.233 0.185 28.332
H 9.611 2.377 27.784
H 10.919 1.127 26.180
H 13.192 0.313 26.833
H 10.726 3.272 29.900
H 14.729 3.890 32.634
H 17.055 3.439 33.087
H 18.365 1.898 31.583
H 17.159 0.706 29.763
C 7.893 0.054 30.386
C 8.041 -0.159 29.016
C 6.930 -0.236 28.206
C 5.662 -0.277 28.763
C 5.491 -0.018 30.128
C 6.618 0.222 30.901
C 4.165 -0.120 30.789
O 3.998 0.151 31.956
C 3.031 -0.574 29.929
C 1.823 -0.907 30.508
C 0.707 -1.210 29.731
C 0.846 -1.329 28.360
C 2.088 -1.089 27.779
C 3.180 -0.720 28.541
C 4.486 -0.448 27.878
O 4.607 -0.406 26.667
H 8.774 0.100 31.011
H 9.055 -0.215 28.641
H 6.972 -0.332 27.127
H 6.452 0.435 31.950
H 1.645 -0.785 31.569
H -0.186 -1.603 30.202
H 0.019 -1.591 27.711
H 2.217 -1.275 26.719

Output
Charge: +1
Gap between HOMO and LUMO, eV: 5.28
DFT total energy, hartree: -3712.4067

---

3.
A cluster of 5 separate species, C23H58BNO13P in total in a non-equilibrium geometry. Source: the OMol25 dataset; level of theory: ωB97M-V/def2-TZVPD.

Positions of all 97 atoms, in Å:
C 6.383 1.577 1.573
C 6.040 2.776 0.701
O 4.816 2.575 0.008
B 3.660 3.180 0.475
O 3.640 3.513 1.821
P 2.227 3.523 -0.807
O 1.425 4.705 0.254
C 0.341 4.205 0.978
C 0.500 2.684 1.105
N -0.842 2.040 1.218
C -1.162 1.633 2.583
C -1.022 0.994 0.249
C -0.303 -0.317 0.465
O -1.762 1.151 -0.690
O 1.189 2.227 0.008
H 7.401 1.656 1.976
H 5.674 1.477 2.399
H 6.331 0.665 0.962
H 6.822 2.907 -0.062
H 5.999 3.693 1.298
H 2.875 4.084 1.972
H 3.011 4.538 -1.501
H 2.835 2.496 -1.660
H 1.151 3.665 -1.758
H 0.313 4.662 1.986
H -0.623 4.428 0.497
H 1.045 2.461 2.048
H -2.244 1.461 2.665
H -0.918 2.457 3.260
H -0.644 0.721 2.916
H 0.772 -0.123 0.540
H -0.639 -0.834 1.368
H -0.506 -0.950 -0.399
C -3.633 3.310 4.682
O -2.447 4.074 4.760
C -2.498 5.290 4.032
C -2.734 6.479 4.934
O -4.007 6.437 5.564
C -3.965 5.957 6.891
H -3.538 2.489 5.392
H -4.521 3.896 4.933
H -3.755 2.893 3.677
H -3.275 5.241 3.263
H -1.536 5.413 3.526
H -2.692 7.392 4.335
H -1.942 6.531 5.689
H -3.512 6.696 7.563
H -3.406 5.021 6.964
H -4.993 5.782 7.205
C 6.131 3.801 -3.164
O 6.451 4.342 -4.441
C 7.540 5.237 -4.425
C 8.817 4.592 -4.922
O 9.275 3.561 -4.064
C 8.899 2.264 -4.483
H 5.416 2.995 -3.305
H 7.023 3.409 -2.669
H 5.664 4.558 -2.528
H 7.697 5.639 -3.418
H 7.295 6.075 -5.088
H 9.606 5.350 -4.972
H 8.657 4.202 -5.933
H 9.470 1.958 -5.368
H 7.831 2.208 -4.707
H 9.124 1.582 -3.665
C -0.886 -3.119 -1.951
O -1.633 -3.337 -0.765
C -2.990 -3.655 -0.998
C -3.260 -5.135 -0.847
O -2.578 -5.899 -1.834
C -1.386 -6.492 -1.356
H 0.167 -3.086 -1.676
H -1.041 -3.925 -2.674
H -1.158 -2.164 -2.410
H -3.299 -3.319 -1.994
H -3.589 -3.112 -0.261
H -4.332 -5.319 -0.963
H -2.969 -5.467 0.155
H -1.607 -7.342 -0.698
H -0.770 -5.773 -0.812
H -0.831 -6.852 -2.221
C -5.361 -7.688 -2.103
O -6.089 -7.876 -0.900
C -7.458 -8.170 -1.096
C -7.751 -9.647 -0.940
O -7.124 -10.427 -1.943
C -5.922 -11.040 -1.520
H -4.304 -7.672 -1.853
H -5.552 -8.493 -2.817
H -5.619 -6.731 -2.567
H -7.786 -7.830 -2.084
H -8.029 -7.619 -0.342
H -8.830 -9.806 -1.024
H -7.435 -9.980 0.055
H -6.124 -11.862 -0.824
H -5.252 -10.322 -1.040
H -5.435 -11.442 -2.407

Output
Charge: -1
Gap between HOMO and LUMO, eV: 5.93
DFT total energy, hartree: -2310.1078

---

4.
An isolated molecule of C5H5NS in a non-equilibrium geometry. Source: the OMol25 dataset; level of theory: ωB97M-V/def2-TZVPD.

Positions of all 12 atoms, in Å:
S 2.505 0.138 0.001
C 0.999 -0.736 -0.006
C -0.254 -0.266 -0.006
C -0.780 1.099 0.005
C -2.125 0.974 0.005
C -2.398 -0.459 -0.002
N -1.338 -1.188 0.001
H 1.982 1.368 -0.005
H 1.130 -1.774 0.023
H -0.191 1.997 -0.022
H -2.903 1.766 -0.003
H -3.386 -0.921 -0.002

Output
Gap between HOMO and LUMO, eV: 8.46
DFT total energy, hartree: -646.4223
Energy above the lowest of the compared OMol25 structures with the same formula, charge and spin, eV: 0.832

---

5.
An isolated molecule of C2H4S4 in a non-equilibrium geometry. Source: the OMol25 dataset; level of theory: ωB97M-V/def2-TZVPD.

Positions of all 10 atoms, in Å:
C 0.735 0.204 -0.272
C 1.407 -0.527 -1.190
S -0.502 1.466 -0.710
S 1.037 0.028 1.453
S -1.903 1.017 0.983
S -2.308 -0.857 1.191
H 1.246 -0.472 -2.148
H 2.372 -0.891 -0.974
H 0.980 -1.317 1.421
H -3.064 1.349 0.246

Output
Gap between HOMO and LUMO, eV: 7.79
DFT total energy, hartree: -1671.2640
Energy above the lowest of the compared OMol25 structures with the same formula, charge and spin, eV: 1.269